No. 1
99
Properties=species:S:1:pos:R:3:forces:R:3 method="wB97M-V/def2-TZVPD" total_charge=+1 gap_ev="6.91 / 8.13" spin_multiplicity=3 s_squared=2.008
C 0.6925 -1.9901 -0.1124 -0.346 -0.184 -0.252
P 1.2911 -0.5567 -1.0954 0.313 -0.093 -0.120
O 2.1598 0.3135 -0.0402 -0.098 0.010 -0.036
C -0.2859 0.4206 -1.0591 -0.211 0.243 0.148
N -0.3562 1.6286 -0.5192 -0.032 0.004 0.100
C -1.5994 2.0736 -0.7085 -0.207 -0.122 -0.233
N -1.9589 3.3023 -0.2327 -0.017 -0.242 -0.202
Cl -0.6907 4.1393 0.5335 0.369 0.251 0.107
C -3.2499 3.9700 -0.2640 0.049 0.034 0.042
F -4.1983 3.0723 0.0597 -0.002 -0.034 -0.190
F -3.2276 4.9050 0.6718 -0.100 0.024 0.099
C -3.6722 4.6939 -1.6206 -0.135 0.203 -0.026
F -4.2084 5.8844 -1.2985 0.069 -0.395 -0.157
F -4.6124 3.9574 -2.2492 0.339 0.064 0.143
C -2.5236 4.9830 -2.6295 0.427 0.179 -0.198
F -1.6369 5.8343 -2.0787 -0.630 -0.718 -0.464
F -3.0452 5.5153 -3.7374 0.374 -0.210 0.603
F -1.8770 3.8363 -2.9773 -0.393 0.653 0.227
N -2.3367 1.1561 -1.3897 0.234 -0.031 0.169
C -3.6425 1.0382 -1.9773 0.179 0.274 0.198
C -3.7700 1.2766 -3.3257 0.284 0.190 -0.282
C -5.0147 1.0697 -3.8899 -0.077 0.051 -0.241
N -6.0599 0.6449 -3.1969 -0.289 -0.026 -0.165
C -5.9058 0.4083 -1.9032 -0.217 -0.139 0.162
C -4.7070 0.5787 -1.2357 0.122 0.008 0.274
N -1.4653 0.0854 -1.5912 0.070 -0.033 0.289
C -1.8109 -1.0931 -2.3244 -0.043 -0.252 -0.274
S -1.1571 -1.0556 -4.0320 0.048 -0.012 0.173
O -0.4140 0.1605 -4.1654 0.018 0.010 -0.042
O -0.6237 -2.3573 -4.2735 -0.030 0.106 -0.097
H 0.8820 -2.8974 -0.6863 0.056 -0.092 0.194
H -0.3759 -1.9629 0.1083 0.047 0.005 0.126
H 1.2270 -2.0528 0.8340 0.104 -0.010 -0.026
H 1.7625 0.4221 0.8337 0.048 0.130 0.035
H -2.9284 1.6195 -3.9160 -0.029 0.048 0.021
H -5.1688 1.2630 -4.9445 -0.052 -0.029 -0.021
H -6.7733 0.0515 -1.3620 -0.055 0.015 -0.042
H -4.6135 0.3679 -0.1798 -0.005 0.016 0.024
H -1.3854 -1.9819 -1.8575 0.106 0.093 0.011
H -2.8871 -1.2361 -2.3989 -0.027 0.071 0.154
H -2.3010 -0.9062 -4.7399 -0.043 -0.093 -0.113
C -2.4540 -7.5978 -0.0535 -0.045 0.137 0.081
C -1.0021 -7.0712 -0.0676 -0.551 -0.158 -0.260
C -0.0005 -8.1505 0.3598 0.195 -0.048 0.168
C -0.0211 -8.4570 1.8530 -0.066 0.060 -0.035
C 0.2000 -7.1793 2.6574 0.163 -0.150 -0.076
C -0.8083 -6.0798 2.3185 -0.514 0.096 0.329
N -0.8345 -5.8739 0.8258 0.841 -0.493 0.120
O 0.1106 -5.1032 0.4304 -0.216 0.454 -0.153
C -2.1862 -6.4446 2.8908 -0.028 0.002 -0.107
C -0.3938 -4.7642 2.9656 0.145 0.080 0.015
C -0.6941 -6.6585 -1.5015 0.141 0.041 -0.063
H -2.4716 -8.6859 -0.1144 0.026 -0.008 -0.035
H -3.0190 -7.3081 0.8225 0.028 -0.031 0.050
H -3.0032 -7.2089 -0.9112 0.032 -0.004 -0.028
H 1.0058 -7.8192 0.0855 -0.026 0.082 0.007
H -0.2034 -9.0508 -0.2227 -0.006 -0.006 -0.022
H -0.9618 -8.9385 2.1338 -0.021 0.028 -0.004
H 0.7692 -9.1717 2.0860 -0.016 -0.027 0.010
H 0.1352 -7.3812 3.7288 0.001 0.007 0.017
H 1.2114 -6.8090 2.4641 -0.030 0.056 -0.045
H -2.9599 -5.7788 2.5056 -0.005 0.006 0.004
H -2.1544 -6.3301 3.9740 0.041 0.032 0.004
H -2.4807 -7.4716 2.6946 0.008 -0.017 -0.014
H 0.6223 -4.4834 2.7008 -0.015 -0.004 -0.044
H -0.4464 -4.8757 4.0484 -0.023 -0.013 0.011
H -1.0661 -3.9562 2.6705 -0.016 -0.011 -0.001
H -1.3178 -5.8175 -1.8081 -0.021 -0.004 0.011
H -0.9174 -7.5053 -2.1517 -0.032 -0.007 -0.006
H 0.3480 -6.3827 -1.6391 -0.002 0.007 0.025
C 4.6090 4.0449 -0.6239 -0.055 -0.116 0.106
C 3.5994 5.0529 -0.0333 0.218 -0.381 -0.406
C 4.1876 6.4661 0.0511 0.029 0.195 0.246
C 5.2086 6.6403 1.1699 -0.042 -0.083 0.001
C 4.5987 6.2309 2.5095 0.009 0.215 -0.130
C 4.0479 4.8030 2.5044 0.316 -0.451 0.222
N 3.1230 4.6336 1.3295 0.002 0.950 0.071
O 1.9282 5.0280 1.5829 -0.229 -0.408 0.050
C 5.2128 3.8015 2.4852 -0.051 -0.043 -0.104
C 3.2494 4.5335 3.7731 -0.093 0.104 0.088
C 2.3902 5.0757 -0.9481 -0.350 0.043 -0.201
H 5.3765 4.5592 -1.2023 -0.028 0.032 -0.022
H 5.1075 3.4369 0.1195 0.036 0.040 0.030
H 4.0990 3.3491 -1.2908 -0.030 0.025 -0.006
H 3.3694 7.1737 0.2182 -0.046 -0.060 0.028
H 4.6229 6.7130 -0.9188 0.002 -0.014 -0.017
H 6.1133 6.0636 0.9586 -0.014 -0.032 0.007
H 5.5167 7.6856 1.2179 0.033 -0.002 -0.004
H 5.3401 6.3050 3.3079 0.001 -0.002 0.021
H 3.7911 6.9253 2.7601 -0.052 -0.052 -0.021
H 4.8560 2.7895 2.2883 0.001 -0.009 0.005
H 5.6883 3.8044 3.4655 -0.040 0.020 0.030
H 5.9866 4.0453 1.7623 -0.005 0.012 -0.016
H 2.4635 5.2683 3.9243 -0.019 -0.014 -0.039
H 3.9266 4.5752 4.6260 0.023 -0.011 -0.003
H 2.7928 3.5433 3.7434 0.009 -0.009 -0.007
H 1.8792 4.1116 -0.9184 0.012 -0.003 -0.031
H 2.6974 5.2650 -1.9779 0.166 -0.013 0.039
H 1.6810 5.8481 -0.6589 -0.007 -0.005 -0.013

---

No. 2
24
Properties=species:S:1:pos:R:3:forces:R:3 method="wB97M-V/def2-TZVPD" gap_ev=8.71 spin_multiplicity=1 de_lowest_ev=4.7856 smiles=COc1cc2cnncc2cc1OC
C 2.4350 -1.9490 0.6413 0.017 -2.049 0.470
C 0.6506 -0.9377 -0.2507 -1.911 0.221 -1.670
C -0.6085 -1.5075 -0.3617 0.508 -0.021 1.435
C -1.7947 -0.7598 -0.1224 -0.554 -1.425 -2.037
C -3.1638 -1.3302 -0.3144 1.253 1.796 1.720
C -2.8439 1.3486 0.0957 -1.343 0.516 -0.221
C -1.6333 0.6287 0.0000 0.161 0.220 -0.018
C -0.3560 1.2448 -0.0642 0.973 -4.374 0.222
C 0.7958 0.4415 -0.1609 -0.034 2.987 0.104
C 2.4194 2.2035 -0.1611 2.191 3.791 0.863
H 1.7856 -2.8794 1.1077 1.689 2.639 -0.278
H 2.6477 -0.9971 1.2872 -0.499 -2.077 -0.910
H 3.3533 -2.4259 0.2297 -0.255 0.532 0.925
H -0.6035 -2.5872 -0.4116 -0.293 -0.124 -0.405
H -3.3450 -2.3797 -0.6267 0.195 0.812 0.535
H -2.9585 2.4739 0.1076 0.603 -1.397 0.042
H -0.2889 2.2303 0.0922 0.285 3.668 0.282
H 1.9368 2.8916 -0.8957 -0.289 -0.403 0.792
H 3.5013 2.2800 -0.4272 -0.621 -0.019 0.155
H 2.4024 2.5258 0.9256 -0.532 0.291 -1.149
N -4.1987 -0.5639 0.0193 0.902 -1.961 -1.668
N -4.0121 0.7466 0.1104 -0.078 1.721 0.867
O 1.7528 -1.6183 -0.5592 0.618 -0.695 0.366
O 2.1261 0.9204 -0.2606 -2.987 -4.650 -0.422

---

No. 3
75
Properties=species:S:1:pos:R:3:forces:R:3 method="wB97M-V/def2-TZVPD" gap_ev=9.75 spin_multiplicity=1 de_lowest_ev=3.4127 smiles=COC[C@H](C)N.COC[C@H](C)N.COC[C@H](C)N.CO.CO.CO.CO
C -10.8085 -14.3863 9.6576 2.523 0.250 0.072
O -10.3660 -13.0317 9.3571 -1.522 0.376 -0.528
H -11.8496 -14.5539 9.8062 -0.859 0.825 -0.134
H -10.4613 -15.0322 8.8552 -0.120 -0.149 -0.072
H -10.3186 -14.7010 10.5700 0.056 -0.259 0.252
H -9.5241 -12.7253 9.7103 -0.183 -0.851 0.288
C -11.6805 -12.0262 5.8468 -0.047 -1.422 0.186
O -10.5939 -11.6719 6.6701 0.245 1.020 -0.969
H -12.3338 -11.1881 5.6123 -0.173 0.156 0.394
H -11.2290 -12.2956 4.8708 -0.491 -0.455 0.414
H -12.2902 -12.8811 6.3379 0.825 1.220 -1.131
H -10.6340 -12.0609 7.5270 -0.275 -0.700 1.132
C -13.1062 -18.0734 9.9447 0.065 0.274 -0.652
O -12.7701 -16.6866 9.9053 0.090 0.067 -0.497
H -14.1736 -18.1019 10.1463 -0.118 -0.692 0.459
H -12.9569 -18.6177 8.9722 0.120 0.598 0.642
H -12.4730 -18.5688 10.7123 -0.665 0.386 -0.384
H -13.4485 -16.1729 9.3957 0.263 -0.533 0.367
C -17.7735 -9.6615 4.0345 2.557 -1.230 0.341
O -18.2154 -10.3438 2.8972 -0.377 -0.117 -1.308
H -17.1724 -10.4045 4.6460 -0.824 0.708 -0.425
H -17.0183 -8.9025 3.8083 -0.380 0.307 -0.047
H -18.5648 -9.2915 4.6336 -0.854 0.545 0.476
H -18.0610 -9.8570 2.0652 -0.083 -0.187 0.945
C -14.9309 -12.4399 3.2806 -0.805 -0.219 1.140
C -14.6613 -13.8259 2.8117 0.073 -0.893 -1.972
C -13.2234 -13.9326 2.1991 -2.270 -2.685 1.480
O -13.1600 -15.2558 1.6109 1.412 1.208 -0.556
C -11.7817 -15.5770 1.2154 -2.301 -2.259 1.638
N -14.9108 -14.8172 3.8417 0.978 0.444 0.584
H -14.4272 -12.3309 4.2384 0.595 0.390 0.107
H -15.9898 -12.3445 3.6006 0.424 0.279 -0.823
H -14.5673 -11.7211 2.5534 -0.350 0.375 0.122
H -15.3470 -14.1557 2.0321 -0.102 0.582 -0.524
H -12.5845 -13.9029 3.0735 0.870 0.351 0.032
H -13.0675 -13.1832 1.4862 0.576 1.206 -1.078
H -11.8949 -16.4889 0.5808 0.320 0.458 0.808
H -11.2721 -15.7744 2.1925 0.244 0.058 -1.139
H -11.3108 -14.8680 0.6044 0.587 1.510 -0.561
H -14.6666 -15.7060 3.4379 -0.291 -0.581 -0.338
H -14.0945 -14.6654 4.4188 0.047 -0.168 1.162
C -13.3951 -9.4907 10.3411 0.692 0.221 1.062
C -14.0318 -10.5055 9.4478 -0.408 -1.203 -0.991
C -13.6886 -10.2479 7.9729 1.015 0.003 1.490
O -14.3589 -9.1165 7.4768 -0.835 -0.262 -0.208
C -13.9374 -8.8677 6.1649 1.246 -0.530 -1.012
N -13.6902 -11.9187 9.7947 -0.296 1.320 -1.432
H -13.5409 -8.5198 9.9369 -0.536 1.098 -0.375
H -12.2782 -9.5605 10.3243 -0.773 -0.467 0.365
H -13.8114 -9.4761 11.3811 0.586 -0.229 -0.792
H -15.1099 -10.4313 9.4074 -0.530 0.026 0.694
H -13.8318 -11.1855 7.4263 -0.241 0.307 -0.309
H -12.6347 -9.9690 8.0205 0.577 -0.392 -0.653
H -14.2774 -9.6514 5.4189 0.162 0.520 0.847
H -12.7930 -8.9310 6.1825 -1.302 0.511 -0.466
H -14.3126 -7.8989 5.7828 0.312 -0.400 0.570
H -12.6792 -12.0528 9.6571 -0.637 -0.265 1.123
H -14.1731 -12.1475 10.6539 1.018 -0.322 0.200
C -16.4873 -14.0889 10.5532 0.388 1.144 -0.243
C -16.3261 -14.8903 9.2355 2.123 1.839 0.724
C -17.3320 -14.4776 8.2284 0.340 0.294 -2.434
O -17.1135 -13.0934 7.8979 0.274 -0.019 -0.247
C -17.3498 -12.7977 6.5219 0.216 -1.730 0.397
N -14.8685 -14.7754 8.7183 -0.543 0.354 1.049
H -15.7278 -14.4514 11.2307 0.527 0.335 0.285
H -17.3944 -14.2886 11.0751 -1.051 -0.752 0.067
H -16.5434 -12.9505 10.5237 0.736 -1.425 -0.574
H -16.3860 -15.9084 9.5271 -0.661 -1.080 -0.028
H -18.3587 -14.5209 8.5874 -0.121 -0.626 0.043
H -17.1662 -15.1123 7.2817 -0.567 0.753 1.197
H -17.3749 -11.7504 6.3634 0.202 1.011 0.138
H -18.3134 -13.2017 6.2394 -0.442 -0.077 -0.271
H -16.5957 -13.2856 5.8736 -0.154 0.274 0.216
H -14.4133 -13.9462 9.1315 -0.533 -0.260 -0.111
H -14.7877 -14.5791 7.7289 -0.567 -0.164 -0.228